{"formula": "C14H23BN6Sn", "method": "wB97M-V/def2-TZVPD", "elements": ["C", "N", "N", "C", "C", "B", "N", "N", "C", "C", "C", "Sn", "N", "N", "C", "C", "C", "H", "H", "H", "H", "H", "H", "H", "H", "H", "H", "H", "C", "H", "H", "H", "C", "C", "C", "C", "H", "H", "H", "H", "H", "H", "H", "H", "H"], "positions_angstrom": [[3.033, -0.125, -0.241], [1.755, -0.178, -0.675], [1.780, -0.333, -2.041], [3.049, -0.441, -2.446], [3.870, -0.325, -1.330], [0.490, -0.217, -2.920], [-0.523, -1.367, -2.604], [-1.164, -1.454, -1.393], [-2.077, -2.445, -1.468], [-1.999, -3.014, -2.741], [-1.010, -2.300, -3.431], [-0.198, -0.405, 0.258], [-0.223, 1.099, -2.460], [-0.643, 1.280, -1.175], [-1.201, 2.506, -1.093], [-1.152, 3.090, -2.357], [-0.529, 2.175, -3.193], [-1.604, 2.944, -0.186], [-0.286, 2.203, -4.240], [-1.523, 4.060, -2.633], [0.763, -0.178, -4.099], [-0.623, -2.411, -4.425], [3.285, -0.614, -3.483], [-2.567, -3.839, -3.100], [4.940, -0.399, -1.295], [-2.751, -2.700, -0.661], [3.324, 0.075, 0.784], [-2.033, -1.090, 1.778], [-2.147, -1.878, 2.545], [-2.987, -2.510, 2.235], [-1.239, -2.487, 2.629], [-2.368, -1.399, 3.507], [1.654, 0.335, 3.026], [0.154, 0.573, 3.174], [-0.165, 1.569, 4.290], [-0.501, 1.065, 1.870], [2.156, 1.229, 2.638], [1.899, -0.488, 2.341], [2.123, 0.080, 3.987], [-0.333, -0.374, 3.435], [0.221, 2.552, 4.003], [-1.247, 1.665, 4.420], [0.270, 1.292, 5.258], [-1.586, 1.168, 1.999], [-0.089, 2.013, 1.513]], "atomic_forces_ev_per_a": [[0.36, -0.44, -0.59], [-0.76, -0.13, 0.02], [-0.14, -0.53, 0.01], [-0.28, -0.01, 0.67], [0.07, 0.10, 0.27], [-0.28, 0.58, 0.22], [0.47, -0.13, 0.07], [0.61, 0.15, 0.81], [0.28, -0.61, -0.97], [0.31, 0.62, 0.48], [-0.48, -0.04, 1.30], [0.08, 2.54, -2.70], [-0.02, -0.30, -0.03], [0.25, -0.28, 0.35], [0.26, -0.19, -0.89], [-0.11, 0.30, 0.00], [-0.16, -0.03, 0.69], [0.10, -0.35, -0.11], [0.00, 0.10, -0.07], [-0.01, 0.06, 0.01], [-0.09, -0.13, 0.59], [-0.03, 0.07, -0.20], [0.01, 0.14, -0.02], [-0.35, -0.28, -0.22], [0.14, 0.16, -0.08], [0.25, 0.09, 0.03], [-0.31, -0.23, -0.20], [-0.24, -0.23, 0.32], [-0.20, -0.15, -0.16], [0.22, 0.11, 0.17], [-0.16, 0.10, 0.00], [0.05, -0.15, -0.33], [0.21, 0.23, 0.10], [-0.08, -0.56, -0.12], [-0.15, 0.54, -0.20], [0.03, -0.44, 1.82], [-0.05, -0.03, 0.13], [-0.20, -0.13, 0.02], [-0.22, 0.08, -0.27], [0.17, 0.11, 0.03], [0.00, 0.00, 0.24], [0.09, 0.00, 0.06], [-0.02, -0.09, -0.39], [0.13, -0.26, -0.36], [0.25, -0.36, -0.50]], "orbital_gap_ev": 6.534, "de_lowest_kj_mol": 0.00, "charge": 2, "e_homo_ev": -15.80, "e_tot_ha": -1114.40915, "max_force_ev_per_a": 3.71}

***

{"formula": "C57H62AuGe2N3OS6", "method": "wB97M-V/def2-TZVPD", "elements": ["Au", "C", "C", "C", "C", "C", "C", "C", "C", "C", "C", "C", "C", "C", "C", "C", "Ge", "S", "S", "Ge", "S", "S", "C", "C", "C", "C", "C", "C", "C", "C", "C", "C", "C", "C", "C", "C", "C", "C", "C", "C", "C", "C", "C", "C", "C", "C", "C", "C", "C", "C", "C", "C", "C", "C", "C", "H", "H", "H", "H", "H", "H", "H", "H", "H", "H", "H", "H", "H", "H", "H", "H", "H", "H", "H", "H", "H", "H", "H", "H", "H", "H", "H", "H", "H", "H", "H", "H", "H", "H", "H", "H", "H", "H", "H", "H", "H", "H", "H", "H", "H", "H", "H", "H", "H", "H", "O", "N", "C", "C", "C", "C", "C", "S", "H", "H", "H", "H", "C", "N", "C", "C", "N", "C", "S", "H", "H", "H", "H", "H", "H", "H", "H"], "positions_angstrom": [[1.986, 0.819, -1.741], [-3.245, -5.597, 0.348], [-2.202, -4.861, 1.145], [-0.851, -5.025, 0.879], [0.122, -4.318, 1.578], [1.582, -4.544, 1.281], [-0.277, -3.413, 2.563], [-1.634, -3.248, 2.864], [-2.071, -2.267, 3.917], [-2.574, -3.979, 2.153], [0.738, -2.637, 3.336], [1.221, -3.187, 4.521], [2.132, -2.500, 5.304], [2.570, -1.248, 4.907], [2.115, -0.677, 3.723], [1.183, -1.370, 2.934], [0.532, -0.565, 1.256], [2.018, -1.036, -0.333], [0.013, 1.618, 1.210], [-1.415, 0.851, -0.362], [-0.294, 0.826, -2.263], [-1.469, -1.233, 0.489], [-3.217, 1.617, -0.607], [-3.772, 1.678, -1.897], [-5.033, 2.236, -2.083], [-5.755, 2.735, -1.014], [-5.221, 2.656, 0.258], [-3.964, 2.095, 0.482], [-3.543, 2.050, 1.917], [-2.834, 3.112, 2.479], [-2.299, 4.248, 1.646], [-2.604, 3.120, 3.853], [-3.069, 2.108, 4.675], [-2.843, 2.134, 6.163], [-3.771, 1.057, 4.093], [-4.020, 1.010, 2.730], [-4.818, -0.130, 2.156], [-3.098, 1.140, -3.117], [-3.188, -0.224, -3.416], [-3.922, -1.169, -2.502], [-2.565, -0.703, -4.560], [-1.862, 0.137, -5.413], [-1.110, -0.418, -6.591], [-1.822, 1.493, -5.120], [-2.428, 2.011, -3.983], [-2.302, 3.473, -3.656], [2.612, 0.679, 3.346], [3.833, 0.827, 2.686], [4.752, -0.346, 2.469], [4.244, 2.104, 2.315], [3.487, 3.226, 2.607], [3.920, 4.597, 2.163], [2.307, 3.061, 3.326], [1.860, 1.805, 3.705], [0.567, 1.651, 4.453], [-2.837, -6.505, -0.094], [-3.617, -4.968, -0.464], [-4.096, -5.868, 0.972], [-0.541, -5.720, 0.106], [1.711, -5.410, 0.633], [2.151, -4.707, 2.198], [2.023, -3.681, 0.776], [-1.653, -2.521, 4.893], [-3.158, -2.254, 3.999], [-1.736, -1.256, 3.671], [-3.627, -3.838, 2.373], [0.866, -4.165, 4.822], [2.499, -2.939, 6.222], [3.282, -0.697, 5.510], [-5.445, 2.266, -3.085], [-6.732, 3.173, -1.171], [-5.778, 3.028, 1.110], [-2.782, 4.308, 0.672], [-1.226, 4.121, 1.479], [-2.441, 5.200, 2.159], [-2.054, 3.949, 4.286], [-2.363, 3.061, 6.474], [-2.209, 1.302, 6.475], [-3.789, 2.043, 6.700], [-4.160, 0.266, 4.726], [-5.261, -0.725, 2.955], [-4.176, -0.784, 1.563], [-5.618, 0.225, 1.505], [-4.907, -0.781, -2.234], [-3.371, -1.326, -1.571], [-4.047, -2.142, -2.976], [-2.614, -1.765, -4.779], [-1.630, -1.269, -7.031], [-0.121, -0.759, -6.271], [-0.967, 0.338, -7.363], [-1.278, 2.164, -5.776], [-1.731, 3.991, -4.426], [-1.785, 3.606, -2.702], [-3.278, 3.953, -3.567], [4.206, -1.275, 2.318], [5.397, -0.477, 3.343], [5.393, -0.183, 1.603], [5.179, 2.217, 1.779], [4.911, 4.570, 1.711], [3.944, 5.292, 3.004], [3.224, 4.998, 1.424], [1.712, 3.932, 3.582], [0.216, 2.618, 4.810], [0.677, 0.982, 5.308], [-0.207, 1.234, 3.802], [2.188, 2.571, -2.923], [3.362, 2.595, -3.562], [3.376, 3.200, -4.763], [4.541, 3.342, -5.468], [5.717, 2.829, -4.926], [5.674, 2.180, -3.714], [4.472, 2.043, -3.015], [4.354, 1.226, -1.496], [2.409, 3.548, -5.092], [4.524, 3.831, -6.430], [6.654, 2.925, -5.457], [6.558, 1.743, -3.273], [2.164, -3.476, -5.439], [3.054, -3.104, -4.372], [3.878, -4.089, -3.688], [4.529, -3.271, -2.561], [4.229, -1.904, -2.967], [3.272, -1.857, -3.919], [2.484, -0.466, -4.417], [2.723, -3.861, -6.296], [1.604, -2.596, -5.743], [1.470, -4.246, -5.095], [4.619, -4.513, -4.373], [3.258, -4.904, -3.309], [5.605, -3.432, -2.509], [4.090, -3.492, -1.586], [4.334, -1.126, -2.332]], "atomic_forces_ev_per_a": [[0.06, 0.34, 0.53], [0.01, 0.03, 0.00], [-0.04, 0.00, 0.04], [0.02, 0.03, -0.01], [0.02, -0.02, 0.03], [-0.01, 0.02, -0.03], [-0.01, -0.03, 0.03], [-0.01, -0.05, 0.07], [0.02, -0.03, -0.02], [0.01, -0.04, -0.02], [-0.04, 0.08, 0.04], [0.00, -0.06, -0.02], [0.01, -0.01, 0.01], [0.07, 0.00, -0.07], [-0.08, -0.04, 0.05], [-0.08, 0.08, -0.04], [-0.06, -0.03, -0.10], [0.10, 0.29, -0.15], [-0.11, -0.07, -0.30], [0.09, -0.21, 0.09], [0.47, -0.13, 0.13], [-0.03, 0.18, 0.05], [0.14, 0.08, 0.09], [-0.03, 0.01, 0.00], [-0.03, 0.00, -0.02], [-0.01, 0.00, 0.00], [0.02, -0.02, 0.00], [-0.06, 0.01, -0.10], [0.05, 0.00, -0.03], [0.04, -0.02, -0.01], [-0.01, -0.03, 0.02], [-0.02, -0.02, 0.00], [0.04, 0.03, 0.02], [0.03, -0.01, -0.04], [0.00, 0.00, 0.00], [0.01, 0.04, 0.01], [0.03, 0.00, 0.01], [-0.02, 0.00, -0.02], [0.01, -0.04, 0.01], [0.01, 0.03, -0.01], [0.00, 0.00, 0.02], [0.02, -0.01, -0.03], [-0.01, -0.02, 0.03], [-0.06, 0.00, -0.03], [-0.09, 0.04, -0.08], [-0.03, -0.01, 0.01], [0.00, 0.00, 0.00], [0.06, 0.00, 0.09], [-0.04, 0.04, -0.10], [-0.06, -0.09, -0.03], [-0.02, 0.06, 0.01], [-0.03, -0.02, 0.01], [0.05, 0.01, 0.01], [0.00, -0.03, -0.05], [-0.04, -0.04, 0.11], [0.00, -0.01, 0.00], [0.00, 0.00, 0.00], [-0.01, -0.01, -0.01], [0.00, -0.01, 0.00], [0.00, -0.01, 0.00], [0.01, -0.01, -0.01], [0.01, 0.04, 0.00], [0.01, 0.02, 0.01], [0.00, 0.02, 0.00], [-0.04, 0.01, 0.00], [0.00, 0.00, 0.01], [0.00, 0.00, 0.00], [-0.01, 0.00, 0.01], [-0.01, 0.00, 0.01], [0.01, 0.01, -0.01], [0.00, 0.00, 0.00], [0.00, 0.00, 0.00], [-0.01, 0.01, -0.01], [-0.02, 0.01, -0.01], [0.01, 0.01, 0.00], [-0.02, 0.01, 0.01], [0.01, 0.00, 0.00], [0.02, 0.00, 0.00], [0.01, 0.01, 0.01], [0.02, -0.02, 0.00], [0.00, 0.00, 0.00], [0.03, -0.04, -0.06], [0.01, -0.02, 0.01], [0.00, -0.01, 0.00], [0.00, -0.01, 0.01], [0.00, 0.00, -0.01], [-0.01, 0.00, -0.01], [-0.02, 0.01, -0.01], [0.01, 0.03, 0.00], [0.00, -0.01, -0.01], [0.00, 0.00, 0.00], [0.00, 0.01, 0.00], [0.02, 0.00, -0.01], [0.00, 0.01, 0.00], [-0.04, -0.03, -0.03], [-0.02, -0.03, -0.03], [0.02, 0.03, -0.04], [0.04, 0.01, -0.03], [0.00, 0.00, 0.00], [0.01, 0.01, -0.01], [0.01, 0.00, -0.01], [0.00, -0.01, 0.01], [-0.04, 0.02, 0.00], [0.01, 0.00, 0.04], [0.00, 0.04, 0.16], [-0.14, -0.27, 0.00], [0.15, -0.04, 0.05], [-0.03, 0.08, -0.05], [0.03, -0.02, -0.01], [-0.01, -0.01, 0.05], [0.01, 0.03, -0.02], [-0.06, 0.05, -0.02], [-0.30, -0.19, 0.10], [-0.01, -0.01, 0.03], [-0.02, 0.01, 0.01], [0.00, -0.02, -0.01], [0.01, 0.00, 0.00], [0.01, 0.02, -0.01], [-0.05, -0.06, 0.10], [0.00, 0.02, -0.01], [-0.01, 0.05, -0.04], [0.09, -0.15, 0.03], [-0.08, 0.08, 0.06], [0.05, -0.09, -0.41], [0.00, -0.01, 0.00], [0.00, 0.00, 0.01], [-0.01, 0.00, 0.00], [0.01, 0.01, -0.01], [0.02, -0.02, 0.00], [0.00, -0.03, 0.04], [-0.04, 0.00, -0.01], [0.00, 0.10, -0.06]], "orbital_gap_ev": 6.745, "de_lowest_kj_mol": 0.00, "e_homo_ev": -7.74, "e_tot_ha": -9127.64796, "max_force_ev_per_a": 0.63}

***

{"formula": "C38H39BeNO2P2SiTe", "method": "wB97M-V/def2-TZVPD", "elements": ["Be", "Te", "C", "C", "C", "N", "C", "C", "C", "P", "C", "C", "C", "C", "C", "C", "C", "C", "C", "C", "C", "C", "P", "C", "C", "C", "C", "C", "C", "C", "C", "C", "C", "C", "C", "H", "H", "H", "H", "H", "H", "H", "H", "H", "H", "H", "H", "H", "H", "H", "H", "H", "H", "H", "H", "H", "H", "H", "H", "C", "O", "H", "H", "H", "C", "C", "O", "H", "H", "H", "C", "Si", "C", "C", "C", "C", "H", "H", "H", "H", "H", "H", "H", "H", "H"], "positions_angstrom": [[0.217, -1.585, 0.206], [-1.107, 2.628, 1.161], [-1.203, 4.443, 0.056], [-2.383, 5.138, -0.181], [-2.342, 6.319, -0.913], [-1.230, 6.842, -1.422], [-0.102, 6.162, -1.198], [-0.034, 4.981, -0.478], [0.064, 1.523, -0.189], [1.651, 1.428, 0.684], [1.587, 0.034, 1.880], [1.872, -2.484, 1.643], [2.451, -2.811, 3.031], [1.474, -2.190, 3.971], [1.264, -0.686, 4.106], [1.869, 0.300, 3.164], [2.994, 0.983, -0.506], [3.179, 1.737, -1.664], [4.274, 1.538, -2.492], [5.235, 0.591, -2.162], [5.079, -0.148, -0.995], [3.973, 0.044, -0.181], [-0.871, 0.112, -0.892], [-0.446, -0.049, -2.671], [-0.860, -1.183, -3.363], [-0.567, -1.338, -4.709], [0.153, -0.359, -5.384], [0.575, 0.771, -4.696], [0.273, 0.925, -3.349], [-2.569, 0.761, -1.193], [-3.657, -0.081, -1.010], [-4.941, 0.317, -1.378], [-5.142, 1.561, -1.951], [-4.055, 2.409, -2.152], [-2.785, 2.012, -1.778], [-3.330, 4.762, 0.187], [-3.263, 6.864, -1.106], [0.806, 6.589, -1.616], [0.912, 4.468, -0.344], [2.602, -2.157, 0.887], [2.570, -3.877, 3.244], [1.242, -2.724, 4.893], [0.932, -0.322, 5.078], [2.351, 1.211, 3.505], [2.444, 2.495, -1.915], [4.380, 2.130, -3.396], [6.096, 0.431, -2.803], [5.817, -0.894, -0.718], [3.861, -0.544, 0.724], [-1.400, -1.962, -2.833], [-0.892, -2.231, -5.231], [0.391, -0.482, -6.434], [1.151, 1.535, -5.207], [0.601, 1.797, -2.796], [-3.503, -1.054, -0.557], [-5.779, -0.351, -1.214], [-6.138, 1.872, -2.247], [-4.201, 3.384, -2.604], [-1.937, 2.668, -1.929], [1.917, -2.064, -1.816], [1.240, -1.249, -0.935], [2.890, -2.400, -1.417], [2.135, -1.526, -2.753], [1.349, -2.969, -2.091], [1.576, -5.028, 1.045], [1.149, -3.593, 0.947], [0.169, -3.329, 0.223], [0.781, -5.616, 1.510], [2.482, -5.124, 1.633], [1.714, -5.399, 0.027], [-1.624, -2.439, 5.386], [-1.460, -1.689, 3.658], [-2.333, -2.830, 2.439], [-2.410, -0.066, 3.692], [0.302, -1.509, 3.229], [0.811, -1.283, 1.796], [-2.665, -2.422, 5.722], [-1.024, -1.882, 6.112], [-1.273, -3.474, 5.397], [-3.337, -3.099, 2.783], [-1.758, -3.748, 2.298], [-2.425, -2.349, 1.462], [-3.393, -0.179, 4.161], [-2.566, 0.324, 2.682], [-1.845, 0.689, 4.244]], "atomic_forces_ev_per_a": [[0.10, -0.29, -0.70], [-0.19, -0.04, -0.08], [0.08, 0.00, -0.05], [0.03, 0.11, 0.06], [-0.04, -0.08, 0.07], [0.00, 0.08, -0.06], [0.06, -0.08, 0.05], [-0.09, 0.01, -0.14], [-0.15, -0.20, 0.20], [0.45, -0.24, -0.18], [-0.19, 0.08, 0.30], [0.11, 0.15, -0.12], [-0.16, 0.08, -0.03], [0.01, -0.04, -0.11], [-0.01, 0.03, -0.14], [-0.16, 0.13, 0.13], [-0.22, -0.06, 0.06], [-0.06, 0.04, -0.04], [0.00, 0.01, 0.00], [0.03, -0.01, 0.01], [-0.02, -0.01, 0.00], [0.02, -0.01, 0.04], [0.26, 0.31, 0.60], [0.00, 0.12, -0.07], [0.00, -0.01, -0.02], [-0.02, -0.01, 0.00], [-0.01, -0.02, 0.01], [0.03, 0.03, 0.00], [-0.02, -0.01, -0.03], [-0.08, 0.01, -0.25], [-0.05, 0.02, 0.14], [0.01, -0.01, 0.03], [0.00, 0.00, -0.01], [-0.01, 0.04, 0.00], [0.00, -0.07, -0.01], [-0.01, -0.02, -0.01], [0.02, 0.02, -0.02], [-0.02, 0.03, -0.01], [-0.01, -0.01, 0.01], [0.04, 0.02, 0.07], [-0.12, -0.03, -0.02], [0.04, 0.01, 0.01], [0.01, 0.03, -0.01], [0.02, -0.02, 0.00], [0.02, 0.00, 0.00], [0.00, -0.01, 0.00], [-0.01, 0.00, -0.01], [0.01, 0.01, -0.01], [0.02, 0.03, 0.01], [0.00, 0.01, 0.01], [0.01, 0.00, -0.01], [0.01, 0.00, 0.00], [0.00, -0.01, -0.01], [-0.02, 0.01, 0.00], [0.02, -0.01, -0.02], [0.00, 0.00, 0.00], [0.00, 0.00, 0.01], [-0.01, 0.00, 0.01], [0.00, 0.02, -0.05], [-0.08, 0.03, -0.13], [0.09, 0.05, 0.12], [0.01, -0.01, 0.05], [0.01, 0.00, 0.02], [0.02, -0.01, 0.00], [-0.04, 0.06, -0.03], [0.14, -0.02, 0.13], [-0.30, -0.06, 0.24], [-0.01, 0.01, -0.01], [0.04, -0.03, -0.05], [0.02, -0.05, 0.03], [-0.04, -0.03, 0.03], [-0.03, -0.08, -0.05], [-0.06, -0.07, 0.05], [0.03, 0.07, -0.03], [0.05, 0.03, 0.25], [0.43, -0.06, -0.22], [0.01, -0.02, 0.01], [-0.01, 0.02, 0.00], [0.01, 0.00, 0.00], [0.00, 0.01, -0.01], [-0.03, 0.00, -0.01], [0.04, 0.00, 0.00], [0.00, 0.00, 0.01], [0.01, -0.02, 0.00], [-0.03, 0.00, 0.02]], "orbital_gap_ev": 3.847, "de_lowest_kj_mol": 270.96, "charge": -2, "e_homo_ev": 0.33, "e_tot_ha": -2931.57461, "max_force_ev_per_a": 0.76}